{
  "formula": "C10H18Br6O4S2",
  "method": "wB97M-V/def2-TZVPD",
  "symbols": ["Br", "Br", "Br", "Br", "Br", "Br", "S", "S", "O", "O", "O", "O", "C", "C", "C", "C", "C", "C", "C", "C", "C", "C", "H", "H", "H", "H", "H", "H", "H", "H", "H", "H", "H", "H", "H", "H", "H", "H", "H", "H"],
  "positions_angstrom": [[2.31777, -0.99337, -2.13200], [3.63634, -2.10286, 0.55329], [-1.78016, 0.88236, 0.91962], [-3.32852, 2.83507, -1.18254], [-2.97525, -0.18713, -1.85280], [5.32615, -2.34961, -2.27403], [-0.99001, -5.42026, 1.89414], [1.61692, 5.88492, -1.18976], [-1.97556, -4.82988, 2.84701], [0.42006, -5.65789, 2.23316], [2.58185, 6.86548, -1.68194], [0.96276, 4.91680, -2.05754], [-1.60674, -6.92338, 1.11074], [1.18225, 5.38921, 1.47810], [-0.10209, 5.79409, 0.79412], [4.01335, -1.28003, -1.19960], [2.19521, 5.05426, 0.35285], [0.20334, 6.73312, -0.44678], [-2.18235, -6.64564, -0.31959], [-1.06204, -4.49946, 0.31913], [-2.17373, -5.08976, -0.53599], [-2.14515, 1.33858, -0.97894], [-2.12956, -7.50307, 1.87147], [-0.67231, 6.25169, 1.60254], [-3.13895, -4.72307, -0.18674], [-3.17858, -7.08793, -0.32083], [2.25293, 3.98083, 0.17252], [3.22428, 5.33290, 0.57972], [-0.56723, 7.01526, -1.16422], [1.54852, 6.20915, 2.09586], [-1.62359, -7.10483, -1.13508], [-0.62849, 4.93096, 0.38671], [-2.01684, -4.77130, -1.56656], [-0.15947, -4.69964, -0.25828], [-1.22425, 1.55326, -1.52111], [0.58541, 7.66208, -0.02351], [4.50540, -0.36065, -0.88224], [0.98286, 4.53169, 2.12075], [-1.21556, -3.43887, 0.51835], [-0.67882, -7.49302, 1.05988]],
  "atomic_forces_ev_per_a": [[0.95, 0.03, 0.24], [0.18, 0.01, -0.70], [-0.04, 0.43, -1.08], [0.22, 0.16, 0.25], [0.30, 0.02, 0.10], [-1.04, 0.80, 0.77], [-0.45, 1.03, -0.15], [-1.02, 0.96, -0.15], [2.05, -1.28, -1.70], [-1.70, 0.51, 0.25], [-0.65, -1.37, 0.40], [1.12, 0.03, 0.19], [1.20, -0.75, -0.03], [0.77, -0.11, -1.09], [-0.91, 0.60, -0.96], [0.12, -0.80, 0.44], [0.36, -0.28, 0.24], [1.01, 0.07, 2.33], [-0.13, 0.50, 0.92], [-0.08, 0.00, -0.20], [-0.84, -0.54, 1.04], [-0.30, -0.54, 0.28], [-0.89, 0.31, -0.37], [-0.63, 0.25, -0.59], [-0.04, 0.23, -0.16], [-0.10, 0.37, -0.38], [-0.38, 0.03, -0.34], [-0.13, 0.44, -0.16], [0.03, -0.72, 0.02], [0.08, -0.01, -0.04], [0.29, -0.28, 0.45], [-0.11, -0.15, 0.31], [-0.17, -0.28, 0.00], [0.48, 0.27, 0.62], [-0.11, -0.05, 0.45], [0.18, 0.19, -0.13], [-0.26, -0.04, -0.74], [0.22, 0.01, -0.02], [0.26, -0.07, 0.05], [0.16, 0.05, -0.34]],
  "total_charge": 0,
  "gap_ev": 9.959,
  "fmax_ev_per_a": 3.0,
  "total_energy_ev": -460774.564,
  "e_homo_ev": -10.4,
  "de_lowest_kcal_mol": 30.6
}

---

{
  "formula": "C37H36BF6N3O5S",
  "method": "wB97M-V/def2-TZVPD",
  "symbols": ["S", "F", "F", "F", "F", "F", "F", "O", "O", "O", "O", "O", "N", "N", "N", "C", "C", "C", "C", "C", "C", "C", "C", "C", "C", "C", "C", "C", "C", "C", "C", "C", "C", "C", "C", "C", "C", "C", "C", "C", "C", "C", "C", "C", "C", "C", "C", "C", "C", "C", "C", "C", "B", "H", "H", "H", "H", "H", "H", "H", "H", "H", "H", "H", "H", "H", "H", "H", "H", "H", "H", "H", "H", "H", "H", "H", "H", "H", "H", "H", "H", "H", "H", "H", "H", "H", "H", "H", "H"],
  "positions_angstrom": [[3.50442, 2.15374, -2.52423], [-0.14248, 5.08115, -5.89062], [-2.50359, 5.02841, 0.19585], [-1.74711, 3.57157, -5.88757], [-3.17011, 5.99963, -1.66223], [0.36217, 2.93706, -5.97258], [-1.27690, 6.60557, -0.72486], [-3.16662, -2.83287, -6.51157], [-3.07348, -0.71957, -7.10194], [-1.24909, -3.64330, 5.22890], [1.02551, 1.21210, 0.22810], [1.40283, 0.21637, -1.87878], [-1.96683, -3.88561, 3.04494], [-1.03340, -2.07846, 2.06427], [-2.84015, -1.64757, -6.28640], [-2.50324, -5.21618, 3.23956], [-2.96133, -3.20660, 0.90977], [-1.33655, 4.48626, -1.80218], [-0.82769, -1.23647, -0.19053], [1.49563, -1.42766, 8.06233], [2.19487, -0.50942, -0.92749], [-1.96676, 0.03458, -4.75095], [0.49836, -0.65203, 7.45134], [2.05389, -2.38955, 5.90762], [2.56649, 3.49532, -0.54531], [-2.21071, -1.32167, -5.05699], [4.42635, 3.53406, -1.98061], [0.75665, -1.80720, 3.82617], [-1.63757, 0.37404, -3.45571], [2.10843, 0.27737, 0.40092], [3.80015, 4.13164, -0.89558], [-0.67436, -4.30421, 1.00567], [-1.21697, -0.60776, -2.51332], [0.27578, 2.80162, -3.26859], [-1.28339, 4.64478, -3.17874], [5.66907, 3.95964, -2.66300], [-1.20165, -1.96950, -2.97005], [0.29227, -0.73950, 6.06986], [-2.07358, 5.52141, -1.00028], [0.10138, 2.55248, -1.90630], [-1.32268, -3.24203, 4.06953], [-1.85258, -2.33306, -4.14576], [-0.48521, 3.85044, -5.40935], [-1.66043, -3.36576, 1.72061], [1.03646, -1.64306, 5.30777], [2.25570, 2.45771, -1.39352], [-0.70677, 3.41166, -1.16858], [-0.72713, -1.95220, 3.49788], [-0.93362, -0.22805, -1.15151], [-0.47055, 3.77660, -3.91213], [-0.81488, -1.06984, 1.18865], [2.27520, -2.29921, 7.28431], [0.97393, 1.40622, -1.19867], [-3.72009, -2.71633, 1.53442], [1.66360, -1.35455, 9.14020], [-1.26874, 0.77514, -0.83090], [1.15009, -0.94155, 3.26600], [1.00714, 2.23599, -3.83603], [1.28280, -2.70290, 3.45351], [3.22733, -0.58111, -1.29704], [-2.81002, -2.61274, 0.00075], [-0.46573, -0.12715, 5.57904], [6.06397, 4.84957, -2.16307], [-3.31872, -4.20299, 0.61868], [-1.84602, 5.42401, -3.67928], [-0.80561, 3.28998, -0.09188], [-0.17578, -3.81284, 0.16661], [-0.62129, -0.07525, 1.61022], [-0.11962, 0.02738, 8.04040], [2.63874, -3.06475, 5.27711], [3.05996, -2.90579, 7.74276], [5.45824, 4.20314, -3.71197], [-0.69806, -2.77142, -2.41211], [3.06943, 0.78368, 0.59772], [-1.87968, -5.97338, 2.74085], [6.42885, 3.16963, -2.64412], [-0.81317, -2.25901, -0.55640], [1.85102, -0.36521, 1.25121], [-1.70571, 1.41943, -3.13878], [-2.08541, 0.79124, -5.51626], [-2.53014, -5.42132, 4.30941], [1.76090, -1.51717, -0.81754], [-1.23466, -5.17164, 0.62542], [4.20438, 5.00023, -0.36984], [-3.51544, -5.27565, 2.81887], [0.09836, -4.63658, 1.71623], [-2.03612, -3.37861, -4.40576], [1.93293, 3.79951, 0.28200], [-1.28585, -1.09408, 3.92145]],
  "atomic_forces_ev_per_a": [[0.30, 1.05, 0.23], [-0.33, -0.98, 0.26], [0.19, 0.45, -0.67], [0.98, 0.24, 0.19], [0.74, -0.25, 0.59], [-0.73, 0.82, 0.24], [-0.73, -0.84, -0.13], [0.75, 1.98, 0.73], [0.64, -1.83, 1.84], [-0.08, 0.73, -1.67], [-0.66, -1.41, 1.06], [-0.72, -1.87, 0.19], [0.41, 0.17, 0.58], [0.42, 1.71, -0.91], [-1.72, -0.45, -3.48], [-0.21, -0.23, -0.43], [0.05, 0.18, 0.16], [-0.14, 0.18, -0.14], [0.00, 0.13, -0.90], [-0.08, -0.11, -0.36], [-0.34, 0.11, -0.34], [-0.51, -0.89, -0.46], [0.28, -0.10, -0.24], [-0.36, 0.01, 0.13], [0.56, -0.16, -0.98], [1.01, 0.88, 1.98], [-0.79, 0.22, 1.03], [0.47, -0.05, -0.35], [0.28, -0.29, 1.15], [-0.48, 0.46, -0.11], [0.36, -0.45, -0.71], [0.06, -0.19, 0.09], [-0.45, -0.53, -2.09], [-0.35, 0.34, -0.68], [0.06, -0.03, 0.02], [0.28, 0.07, -0.20], [-0.19, 0.40, 0.24], [0.20, -0.31, 0.35], [-0.20, 0.42, 0.22], [-1.17, -1.08, 0.67], [-0.13, -0.59, 1.03], [0.30, 0.40, -0.42], [0.18, -0.01, -0.59], [-0.13, -0.59, -0.42], [0.02, 0.15, 0.02], [0.91, 0.00, 1.31], [-0.18, 0.32, -0.19], [-0.70, 0.22, 0.58], [-1.35, -1.05, 1.44], [0.11, -0.18, 0.30], [-0.23, -0.74, 1.12], [-0.13, 0.34, -0.05], [3.21, 3.74, -0.78], [0.17, -0.10, -0.21], [-0.08, -0.05, -0.40], [0.80, -0.48, -0.29], [-0.10, -0.24, 0.15], [-0.28, -0.18, 0.04], [-0.09, 0.31, 0.07], [-0.28, -0.07, 0.12], [-0.10, -0.26, 0.24], [0.14, -0.10, 0.30], [0.06, -0.14, -0.16], [0.04, 0.30, 0.10], [0.05, -0.02, 0.09], [-0.03, -0.05, -0.17], [-0.09, -0.21, 0.16], [0.15, -0.34, -0.07], [0.25, -0.19, -0.11], [-0.12, 0.14, 0.34], [-0.28, 0.24, -0.10], [0.20, 0.03, 0.15], [-0.51, 0.46, -0.07], [-0.48, 0.05, 0.03], [-0.12, 0.17, 0.21], [-0.01, 0.18, -0.03], [-0.01, 0.48, 0.12], [0.22, -0.04, -0.07], [0.19, -0.51, -0.22], [-0.34, -0.04, 0.13], [0.01, 0.09, -0.13], [0.20, 0.08, -0.08], [0.38, 0.20, 0.11], [-0.03, -0.26, -0.27], [0.20, -0.03, 0.19], [-0.22, 0.05, -0.28], [0.24, 0.42, 0.05], [0.03, -0.02, -0.15], [0.19, -0.41, -0.25]],
  "total_charge": 0,
  "gap_ev": 4.273,
  "fmax_ev_per_a": 5.0,
  "total_energy_ev": -81474.611,
  "e_homo_ev": -6.9,
  "de_lowest_kcal_mol": 30.0
}

---

{
  "formula": "C5H10OS",
  "method": "wB97M-V/def2-TZVPD",
  "symbols": ["S", "O", "C", "C", "C", "C", "C", "H", "H", "H", "H", "H", "H", "H", "H", "H", "H"],
  "positions_angstrom": [[-0.56385, 2.58983, -2.10150], [0.44707, 2.56357, -1.00285], [-0.22015, 0.16180, 0.76329], [-0.63004, -2.23155, 1.33634], [2.00338, 1.50330, 1.27217], [0.93843, 0.77665, 0.96552], [-0.24120, -1.28092, 0.18496], [-1.02494, -1.19995, -0.62427], [0.31169, -2.13852, 1.96846], [-1.68788, 2.85655, -1.33454], [2.24882, 2.32018, 0.58244], [-1.17393, 1.24871, -2.08318], [-1.59129, -2.01467, 1.90231], [-1.21529, 0.49230, 1.04757], [-0.93924, -3.22242, 1.09336], [0.78095, -1.58879, -0.02502], [2.46561, 1.44974, 2.28450]],
  "atomic_forces_ev_per_a": [[-1.05, -1.86, 2.35], [0.47, 0.56, -1.25], [1.98, -1.28, -0.31], [-0.29, 1.14, 1.27], [-1.13, -0.18, 0.13], [-0.96, 0.54, 0.95], [-1.64, 1.12, 0.81], [1.25, -0.83, 0.30], [-1.64, -0.78, -0.08], [-0.17, 0.44, -0.86], [0.30, -0.51, 0.27], [0.80, 1.21, -0.49], [1.33, 0.91, -0.30], [0.37, 0.57, 0.19], [0.91, -1.15, -0.81], [-0.24, 0.20, -1.13], [-0.28, -0.10, -1.05]],
  "total_charge": 0,
  "gap_ev": 9.167,
  "fmax_ev_per_a": 3.2,
  "total_energy_ev": -18225.263,
  "e_homo_ev": -8.8,
  "de_lowest_kcal_mol": 106.9
}

---

{
  "formula": "C11H11NO",
  "method": "wB97M-V/def2-TZVPD",
  "symbols": ["O", "N", "C", "C", "C", "C", "C", "C", "C", "C", "C", "C", "C", "H", "H", "H", "H", "H", "H", "H", "H", "H", "H", "H"],
  "positions_angstrom": [[-1.99995, -1.87297, 1.84370], [-0.06478, -0.49680, 1.95158], [1.91524, -2.79314, 4.05877], [-1.77709, 1.32844, -3.06629], [-0.43616, 1.09871, -3.40105], [-2.19564, 1.13243, -1.76980], [-1.30987, 0.86447, -0.70362], [0.47879, 0.82773, -2.35407], [1.12590, 0.35892, -0.01803], [-0.01164, 0.59513, -1.03142], [1.48753, -2.73240, 2.94855], [-1.09233, -1.06563, 1.91435], [0.85271, 0.63281, 1.49896], [1.86877, 1.18198, -0.31963], [1.48408, 0.71925, -2.58516], [2.26090, -2.93388, 5.05792], [1.73560, 0.38596, 2.07210], [0.55024, 1.65914, 1.82475], [1.60268, -0.66693, -0.16653], [-1.67017, 0.69996, 0.28984], [-3.29800, 1.22023, -1.70701], [1.26962, -2.80505, 1.92351], [-0.23014, 1.11098, -4.42317], [-2.54628, 1.55067, -3.83826]],
  "atomic_forces_ev_per_a": [[1.99, 2.52, 0.46], [1.33, 2.84, 0.08], [0.11, -0.18, 0.74], [0.06, -0.67, -0.46], [-0.36, 0.12, 2.59], [-1.21, 0.67, 0.14], [-1.13, -0.74, -1.38], [-3.63, -0.36, -0.48], [0.88, 1.38, 0.03], [2.42, 1.17, -0.32], [0.47, -0.34, -0.13], [-2.79, -3.45, -0.76], [-0.91, -2.31, -0.27], [-0.54, -1.45, 0.49], [1.78, -0.33, -0.22], [-0.06, 0.20, -0.09], [0.48, 0.24, -0.10], [-0.37, -1.00, -0.64], [-0.59, 1.40, 0.36], [-0.25, 0.13, 0.32], [0.80, -0.02, 0.91], [-0.37, 0.15, -0.45], [1.06, 0.23, -1.38], [0.81, -0.21, 0.56]],
  "total_charge": 0,
  "gap_ev": 10.029,
  "smiles": "O=C=NCCc1ccccc1.C#C",
  "fmax_ev_per_a": 4.5,
  "total_energy_ev": -15119.525,
  "e_homo_ev": -9.3,
  "de_lowest_kcal_mol": 79.4
}